Here is 4 unconnected molecules or ions with the total composition C29H41ClN3O13P2 at a distorted geometry from the OMol25 dataset. Energies are from wB97M-V/def2-TZVPD.

Structure (XYZ):
```
89
Properties=species:S:1:pos:R:3:lowdin_charge:R:1
H -2.6386 4.8997 -6.9916 0.159
C -4.5570 0.0585 0.2323 -0.164
H -1.0243 2.6108 -2.0145 0.105
H 0.4896 2.3543 4.1830 0.112
C -1.6633 -0.2198 5.3854 -0.046
H 5.6234 1.3939 1.3522 0.162
H -4.9949 2.2311 0.0260 0.139
H -4.5280 -3.9817 -2.6908 0.018
O 4.0808 1.0921 0.0304 0.092
H -0.5571 5.2756 -7.9170 0.083
O 8.4029 -3.2858 1.2272 0.087
H -2.6509 7.8889 -6.3037 0.143
H -6.7829 -2.5622 0.2565 0.129
H -4.8610 0.2760 1.2945 0.051
C 4.1046 0.0409 2.0606 -0.090
H -1.7380 -5.3420 -2.3509 -0.035
H -0.6244 -1.4811 2.2134 0.099
C 0.0060 0.4463 3.1223 -0.047
H -3.5820 -0.4942 0.1872 0.116
P -3.3002 -3.8819 -1.9536 0.757
H -0.1057 6.4849 -6.7306 0.095
P -5.4152 -2.0470 3.2553 0.724
O 2.9895 0.9322 1.9844 0.031
H -2.3811 3.3416 -1.0625 0.082
O -2.5633 0.8831 -3.1667 0.093
C -0.9218 6.1476 -7.3711 -0.015
C -0.0924 1.4057 4.2304 -0.028
C -3.5871 -3.4278 -0.1605 -0.267
H 0.6704 0.7374 2.2724 0.082
C -2.3006 -2.4982 4.2957 -0.370
H -6.7027 -0.2489 -0.0058 0.115
C -2.1498 5.7776 -6.5592 -0.327
O -3.7370 6.5947 -5.1288 0.075
C 2.9468 1.4008 0.7078 -0.556
Cl -4.6682 -0.1966 3.9121 0.332
C -1.5542 -1.1617 4.2601 -0.184
H -2.2223 3.7838 -2.8074 0.063
C -4.3458 -2.7428 1.8582 -0.285
O 9.1531 -1.4564 2.2816 0.069
O 2.0269 2.0043 0.2459 0.150
O -6.9215 -1.7174 2.5502 -0.338
C -2.5575 -3.8085 0.7810 0.030
H -1.1905 -3.5955 2.7851 0.131
H 10.8902 -2.5598 2.2700 0.144
C -2.9793 1.6945 -2.3743 -0.461
O -1.8021 5.4657 -5.2043 0.088
H 4.5658 0.0860 3.0465 0.146
O -2.9384 5.6124 -3.2591 0.138
N -3.1146 -3.3276 1.9917 -0.047
C 8.1322 -2.3425 2.1647 -0.563
C 5.0140 0.5640 0.9834 -0.313
H 5.4359 -0.9359 -0.5290 0.099
H -2.3455 -3.0257 -2.5719 0.027
C 5.8970 -0.4981 0.3581 -0.005
H -1.5880 -4.3161 0.6189 0.147
C -4.2583 1.4909 -0.4003 -0.186
H 11.4916 -3.8623 0.1696 0.089
H -1.1424 6.9214 -8.1088 0.088
C 9.5919 -2.8736 0.5411 -0.329
H 6.1417 -1.2921 1.0653 0.058
H 10.8551 -1.2112 1.1132 0.143
C -2.8365 5.8674 -4.4220 -0.537
C -5.7626 -0.6766 -0.4656 -0.133
H 9.2902 -2.2886 -0.3328 0.157
H 6.8417 -0.0532 0.0363 0.089
N -4.6339 -2.7797 0.4925 -0.063
H -5.8281 -2.7231 -1.2365 0.105
H 10.1987 -4.3267 -0.9263 0.084
H -3.8723 6.9363 -7.1748 0.143
H -3.2634 1.7955 0.0356 0.124
H 10.1938 -4.9513 0.7120 0.096
H 3.7528 -0.9787 1.8799 0.144
C -5.8135 -2.2495 -0.2143 -0.121
N -2.6756 -5.3513 -1.9423 -0.325
C -0.9546 1.0446 5.3697 -0.051
O -2.9671 -2.7483 5.2859 0.050
C 10.2620 -2.0038 1.5686 -0.099
H -2.4052 -4.6255 3.5870 0.161
H -5.8322 -0.4182 -1.5573 0.123
O 7.1199 -2.2989 2.8087 0.130
H -2.2874 -0.4891 6.2650 0.116
O -4.2467 1.4533 -1.8299 -0.039
C -0.7259 -0.8219 3.1047 -0.018
H -6.8943 -0.7797 2.2685 0.039
C 10.4216 -4.0697 0.1110 -0.013
C -2.2507 -3.5904 3.1722 -0.038
C -2.0966 2.9446 -2.0771 0.026
H -1.0290 1.7732 6.2110 0.108
C -3.1267 6.9073 -6.3807 -0.100
```

Calculated values
- E_HOMO: -11.435 eV
- Frontier orbital gap: 7.7023 eV
- Charge: +1
- Relative energy (zero: lowest compared OMol25 entry of this formula, charge and spin): 86.9 kcal/mol

---

Here is a molecular structure, H16Na3O16S2 at a distorted geometry from the OMol25 dataset. Energies are from wB97M-V/def2-TZVPD.

Structure (XYZ):
```
37
Properties=species:S:1:pos:R:3:nbo_charge:R:1
H 1.3271 -0.8550 3.6765 0.486
H -0.0591 -2.8666 -1.7107 0.511
O 0.1816 1.4414 1.4919 -1.076
H -1.4450 -0.3305 3.1925 0.475
H 0.8092 -2.0405 -0.7600 0.461
O 3.7078 0.1384 -0.3503 -0.958
H -0.6068 -2.7085 3.1129 0.465
O -3.9113 -2.5021 -3.1993 -1.067
O -1.9532 0.4745 3.0487 -0.988
O -0.3679 -0.7420 0.7759 -1.135
H 0.1460 3.0295 2.5518 0.500
H 0.1069 -1.7003 2.2017 0.512
O 2.2076 2.8633 -2.1016 -0.967
O -1.4280 1.0356 -0.3416 -1.193
S -0.1406 0.6434 0.3057 2.645
O -1.7185 -2.4960 -2.1963 -1.130
O 0.9113 0.7299 -0.7166 -1.098
O 0.0371 3.9576 2.8142 -0.961
H -1.3374 1.0567 2.5788 0.494
H 1.9299 2.1462 -1.5159 0.495
H 1.9154 -0.7154 -3.1552 0.477
H 3.5908 -0.6856 -0.8316 0.464
Na -3.8541 1.1763 -0.7435 0.983
O 0.1994 -2.1903 3.0446 -0.983
H 1.5213 0.5852 3.2027 0.475
H 0.9876 -0.1114 -2.1056 0.480
O -3.0516 -0.5075 -2.2435 -1.265
H 2.8050 0.4560 -0.2022 0.487
O -2.1042 -1.3527 -4.3167 -1.046
O 0.7502 -2.9123 -1.1583 -0.992
O 0.9992 -0.4669 -3.0159 -0.988
O 1.9177 -0.0904 3.7638 -0.974
Na -2.3777 -1.5176 0.0097 0.951
H -0.5213 4.3259 2.1257 0.453
Na -1.1461 0.9631 -2.6820 0.955
S -2.6763 -1.7252 -3.0241 2.587
H 2.6480 3.4939 -1.5262 0.464
```

Calculated values
- E_HOMO: -5.610 eV
- Frontier orbital gap: 5.8368 eV
- Charge: -1

---

Here is 2 unconnected molecules or ions with the total composition C3H7N2O3 at a distorted geometry from the OMol25 dataset. Energies are from wB97M-V/def2-TZVPD.

Structure (XYZ):
```
15
Properties=species:S:1:pos:R:3:nbo_charge:R:1
H -0.5433 1.2751 -1.3550 0.236
H -1.1996 0.3882 0.9739 0.242
H 0.3932 -0.0674 -1.5171 0.222
C -0.0073 -1.2818 0.5064 0.410
O -1.5928 -3.6991 -0.0582 -0.151
H 1.4334 -2.6312 1.0352 0.452
N 1.1632 -1.7132 0.7411 -0.707
O 0.9100 0.8909 0.7537 -0.761
O -2.8738 -1.9207 -0.2417 -0.155
H 0.9218 1.8377 0.5375 0.517
N -1.9698 -2.6145 -0.1020 0.655
H -1.4688 -0.1961 -1.4004 0.229
C -0.3206 0.1506 0.3619 -0.050
C -0.4774 0.2898 -1.1348 -0.596
H 1.7621 -0.8775 0.8755 0.457
```

Calculated values
- E_HOMO (spin up / spin down): -15.235 / -14.393 eV
- Frontier orbital gap (spin up / spin down): 9.4777 / 7.9386 eV
- Charge: +1
- Relative energy (zero: lowest compared OMol25 entry of this formula, charge and spin): 137.6 kcal/mol

---

Here is a molecular structure, C5H4ClO5S at a distorted geometry from the OMol25 dataset. Energies are from wB97M-V/def2-TZVPD.

Structure (XYZ):
```
16
Properties=species:S:1:pos:R:3:nbo_charge:R:1
C -0.4969 -0.8877 1.7987 0.646
C 1.9338 0.1147 -0.8779 0.196
O -2.8935 -0.7110 -0.1072 -0.929
H 2.9202 0.1665 -1.3521 0.172
C 0.1093 1.2392 0.2977 -0.586
Cl -1.3046 0.1042 -2.1203 -0.444
H -0.6850 1.7860 -0.2292 0.299
H 1.6257 2.2338 -1.0147 0.204
O -1.2356 -2.3633 -1.0143 -0.893
O 1.5539 -1.0329 -0.4990 -0.519
H 0.3538 1.7272 1.2502 0.240
C -0.3263 -0.1175 0.5385 0.083
O -0.0065 -0.5833 2.8674 -0.633
C 1.3011 1.2795 -0.6492 -0.335
S -1.5447 -1.1279 -0.3738 2.137
O -1.3047 -1.8277 1.4853 -0.640
```

Calculated values
- E_HOMO (spin up / spin down): -4.885 / -5.176 eV
- Frontier orbital gap (spin up / spin down): 6.2480 / 6.9277 eV
- Charge: -1
- Relative energy (zero: lowest compared OMol25 entry of this formula, charge and spin): 40.8 kcal/mol

---

Here is a single C7H12 molecule from the OMol25 dataset. Energies are from wB97M-V/def2-TZVPD.

Structure (XYZ):
```
19
Properties=species:S:1:pos:R:3:nbo_charge:R:1
C -1.5250 -0.7527 -1.8498 -0.639
H -0.7706 -1.3979 -2.2880 0.218
H 2.5952 0.0855 1.3542 0.203
H -3.1257 0.0591 0.1270 0.195
C 1.9080 0.8924 1.5838 -0.598
H 1.4206 0.6589 2.5304 0.205
H -2.4511 -1.3260 -1.7848 0.216
C 0.3028 -0.2229 -0.1165 -0.006
H 2.1522 -1.2607 -0.1016 0.196
H -1.8676 0.5129 1.3777 0.196
C -2.0751 0.1173 0.3888 -0.396
H -1.7310 0.1135 -2.4766 0.224
C 1.1009 -1.2625 -0.3452 -0.402
C -1.1419 -0.2605 -0.4716 -0.010
H 0.7330 -2.1545 -0.8432 0.195
H 2.4483 1.8298 1.7406 0.209
C 0.8297 1.0567 0.5084 -0.431
H 0.0000 1.6042 0.9569 0.210
H 1.1971 1.7076 -0.2905 0.214
```

Calculated values
- E_HOMO: -8.775 eV
- Frontier orbital gap: 9.8463 eV
- SMILES: C=C(C)C(=C)CC
- Relative energy (zero: lowest compared OMol25 entry of this formula, charge and spin): 24.0 kcal/mol

---

Here is a molecular structure, C26H21F5N6SV at a distorted geometry from the OMol25 dataset. Energies are from wB97M-V/def2-TZVPD.

Structure (XYZ):
```
60
Properties=species:S:1:pos:R:3:mulliken_spin:R:1
C 0.5228 2.1661 -2.7877 0.001
H -0.9920 2.0756 -1.2820 0.000
H -2.1062 3.6713 5.2137 0.000
C 3.0444 -2.0973 0.9774 -0.005
H 0.7509 -4.4588 0.6888 0.004
H 2.8119 -2.8810 1.6754 -0.005
H -1.5023 1.3301 4.5682 -0.001
C -3.7065 -1.4457 -3.5660 0.001
C 2.3690 2.2181 -4.4945 0.000
C -0.0086 1.7448 -1.5858 -0.004
H -0.8138 -4.0223 0.4229 0.001
N 0.1524 -3.8060 0.1921 0.005
C 0.0444 2.7108 1.3503 0.008
N 0.2093 0.4436 0.4730 -0.021
H -0.0482 2.8312 -3.4200 0.000
C -1.6893 -2.3573 3.8614 0.012
H 5.2526 -2.0246 0.8336 0.000
C -0.8935 3.0896 3.5384 -0.002
H 3.4460 2.3485 -4.4054 0.000
C 4.2934 -1.6475 0.5483 0.005
C 2.4852 0.8664 -2.3856 0.002
C -1.3165 -1.4912 -3.7632 0.000
H 0.5309 3.1037 0.4714 0.000
C -2.3494 -1.5554 -1.5350 -0.002
C -1.2319 -1.5516 -2.3860 -0.001
F -2.6746 -1.4088 -5.7107 0.000
H 3.4535 0.5139 -2.7120 -0.001
C -0.5872 -2.6074 3.0501 -0.022
C 1.7858 1.7522 -3.1951 0.004
H -2.7387 -0.4065 4.0837 -0.004
V 0.1697 -1.4676 0.5116 1.086
H -2.2201 -3.0545 4.4778 0.002
C -1.1058 1.7275 3.6445 -0.004
F -0.1910 -1.4999 -4.4965 0.000
C -1.9476 -1.0134 3.6961 -0.020
N -0.2150 -1.4964 2.4141 0.006
N -1.0229 -0.5214 2.8456 0.005
S -2.2321 -1.6524 0.1553 -0.010
H -0.0606 -3.5322 2.9013 -0.003
H -0.1136 4.6242 2.2640 0.000
H -0.3909 4.0202 5.3896 0.000
C 1.9593 0.4228 -1.1793 0.040
C -0.1857 1.3165 1.4214 0.050
C -0.3094 3.5664 2.3663 -0.003
N 2.6783 -0.4861 -0.3840 -0.001
C -1.2187 4.0050 4.6801 0.000
C -0.7893 0.8472 2.6165 -0.026
N 2.0790 -1.3822 0.4106 -0.020
F 0.0202 -1.6457 -1.8224 0.003
H 1.9208 3.1600 -4.8039 0.000
H 0.2765 -3.9808 -0.8016 0.004
F -4.7200 -1.5032 -1.4556 0.000
C -2.5656 -1.4419 -4.3720 0.001
H 4.6857 0.0231 -0.8669 -0.001
C 0.6997 0.8852 -0.7356 -0.076
F -4.9164 -1.4087 -4.1418 0.000
H -1.3787 5.0213 4.3302 0.000
C -3.5988 -1.4966 -2.1902 0.001
H 2.1755 1.4793 -5.2734 0.000
C 4.0253 -0.6188 -0.3226 -0.008
```

Calculated values
- E_HOMO (spin up / spin down): -5.943 / -5.142 eV
- Expectation value of S²: 0.7820
- Frontier orbital gap (spin up / spin down): 6.0488 / 5.2510 eV
- Multiplicity: 2
- Relative energy (zero: lowest compared OMol25 entry of this formula, charge and spin): 7.9 kcal/mol

---

Here is a single C5H4O2 molecule at a distorted geometry from the OMol25 dataset. Energies are from wB97M-V/def2-TZVPD.

Structure (XYZ):
```
11
Properties=species:S:1:pos:R:3:nbo_charge:R:1
C 1.0181 0.6626 0.4028 0.449
O -0.5480 2.2889 -0.5797 -0.496
H -0.3129 -2.2605 -0.4507 0.230
O 1.7246 1.4122 1.0237 -0.468
H -2.0882 -0.4161 -0.6365 0.256
C -0.3447 1.1464 -0.2721 0.457
H -1.4561 0.6138 0.7087 0.293
C -1.1319 -0.1167 -0.2237 -0.538
C -0.0854 -1.2236 -0.1861 -0.109
C 1.1419 -0.7811 0.1229 -0.316
H 2.0825 -1.3260 0.0906 0.242
```

Calculated values
- E_HOMO: -9.358 eV
- Frontier orbital gap: 8.8171 eV
- SMILES: O=C1C=CCC1=O
- Relative energy (zero: lowest compared OMol25 entry of this formula, charge and spin): 49.7 kcal/mol

---

Here is a molecular structure, C2H3O2Rb at a distorted geometry from the OMol25 dataset. Energies are from wB97M-V/def2-TZVPD.

Structure (XYZ):
```
8
Properties=species:S:1:pos:R:3:mulliken_spin:R:1
H -2.6775 2.0677 -0.9977 -0.004
C -0.2491 1.8445 0.3648 0.725
H -3.2657 0.8578 0.1760 0.004
O 0.8857 1.4883 0.3546 0.197
Rb 0.1849 -2.1972 -0.1755 -0.002
O -1.2398 1.0100 0.0728 0.075
H -2.0804 2.6369 0.5647 -0.001
C -2.5325 1.6496 0.0020 0.005
```

Calculated values
- E_HOMO (spin up / spin down): -13.041 / -14.776 eV
- Expectation value of S²: 0.7529
- Frontier orbital gap (spin up / spin down): 8.9143 / 9.9549 eV
- Charge: +1
- Multiplicity: 2
- Relative energy (zero: lowest compared OMol25 entry of this formula, charge and spin): 38.2 kcal/mol

---

Record order is preserved below.
DFT total energy: -3414.6432; -2497.0686; -453.2518; -1427.4556; -273.8703; -3173.4111; -343.3132; -252.2651 a.u.